{
  "formula": "ClH2OP",
  "method": "ωB97M-V with the def2-TZVPD basis set",
  "lumo_energy_ha": [-0.09207, -0.09256],
  "e_above_lowest_kcal_mol": 61.96,
  "symbols": ["O", "P", "Cl", "H", "H"],
  "xyz": [[1.05, -0.55, 0.24], [0.36, 0.89, 0.08], [-2.63, -0.07, -0.19], [1.40, -1.07, 1.04], [-0.17, 0.80, -1.17]],
  "nbo_charge": [-0.998, 1.119, -0.626, 0.564, -0.059]
}



{
  "formula": "C24H30N2O2S",
  "method": "ωB97M-V with the def2-TZVPD basis set",
  "smiles": "O=C(CSc1ccccc1C(=O)NCc1ccccc1)NC1CCCCCCC1",
  "lumo_energy_ha": 0.02152,
  "e_above_lowest_kcal_mol": 13.76,
  "symbols": ["O", "C", "N", "H", "C", "C", "C", "C", "H", "H", "C", "H", "C", "C", "H", "C", "H", "H", "H", "H", "H", "H", "H", "H", "H", "H", "H", "C", "H", "H", "S", "C", "C", "C", "C", "C", "C", "C", "O", "N", "H", "C", "C", "C", "C", "C", "C", "C", "H", "H", "H", "H", "H", "H", "H", "H", "H", "H", "H"],
  "xyz": [[-1.32, -3.06, 2.10], [-1.13, -1.86, 2.05], [-0.17, -1.27, 1.32], [-0.09, -0.26, 1.34], [0.74, -2.02, 0.47], [2.18, -1.71, 0.88], [3.21, -2.40, -0.02], [4.17, -1.43, -0.72], [4.74, -2.00, -1.46], [4.89, -1.05, 0.02], [3.52, -0.23, -1.40], [3.22, 0.51, -0.66], [2.31, -0.54, -2.30], [0.94, -0.45, -1.62], [0.96, 0.34, -0.86], [0.41, -1.76, -1.01], [0.75, -2.60, -1.61], [-0.69, -1.76, -1.08], [0.22, -0.15, -2.39], [2.44, -1.52, -2.76], [2.32, 0.19, -3.11], [4.29, 0.24, -2.01], [2.69, -2.99, -0.77], [3.81, -3.10, 0.57], [2.33, -0.63, 0.87], [2.31, -2.04, 1.92], [0.52, -3.07, 0.68], [-1.99, -0.88, 2.85], [-2.84, -1.39, 3.29], [-1.39, -0.43, 3.64], [-2.54, 0.53, 1.84], [-3.40, -0.22, 0.48], [-3.91, -1.51, 0.52], [-4.62, -2.00, -0.56], [-4.84, -1.20, -1.68], [-4.34, 0.08, -1.72], [-3.60, 0.58, -0.65], [-3.01, 1.96, -0.73], [-3.66, 2.98, -0.69], [-1.67, 1.92, -0.89], [-1.20, 1.03, -0.91], [-0.83, 3.10, -0.90], [0.23, 3.00, 0.16], [-0.15, 2.94, 1.50], [0.81, 2.76, 2.49], [2.15, 2.66, 2.15], [2.53, 2.75, 0.82], [1.58, 2.90, -0.17], [1.88, 2.96, -1.20], [3.58, 2.69, 0.56], [2.89, 2.53, 2.92], [0.50, 2.71, 3.52], [-1.19, 3.02, 1.76], [-0.37, 3.22, -1.89], [-1.49, 3.95, -0.72], [-4.50, 0.71, -2.58], [-5.41, -1.59, -2.51], [-5.01, -3.00, -0.52], [-3.76, -2.14, 1.38]],
  "nbo_charge": [-0.625, 0.671, -0.629, 0.406, -0.053, -0.408, -0.412, -0.390, 0.201, 0.200, -0.399, 0.196, -0.397, -0.418, 0.193, -0.414, 0.207, 0.220, 0.209, 0.197, 0.207, 0.208, 0.197, 0.215, 0.197, 0.218, 0.236, -0.623, 0.244, 0.253, 0.254, -0.188, -0.227, -0.188, -0.222, -0.186, -0.079, 0.656, -0.605, -0.612, 0.404, -0.269, 0.046, -0.223, -0.217, -0.219, -0.207, -0.251, 0.214, 0.216, 0.216, 0.215, 0.226, 0.198, 0.247, 0.222, 0.218, 0.219, 0.231]
}



What did the second record say?
{
  "formula": "C24H30N2O2S",
  "method": "ωB97M-V with the def2-TZVPD basis set",
  "smiles": "O=C(CSc1ccccc1C(=O)NCc1ccccc1)NC1CCCCCCC1",
  "lumo_energy_ha": 0.02152,
  "e_above_lowest_kcal_mol": 13.76,
  "symbols": ["O", "C", "N", "H", "C", "C", "C", "C", "H", "H", "C", "H", "C", "C", "H", "C", "H", "H", "H", "H", "H", "H", "H", "H", "H", "H", "H", "C", "H", "H", "S", "C", "C", "C", "C", "C", "C", "C", "O", "N", "H", "C", "C", "C", "C", "C", "C", "C", "H", "H", "H", "H", "H", "H", "H", "H", "H", "H", "H"],
  "xyz": [[-1.32, -3.06, 2.10], [-1.13, -1.86, 2.05], [-0.17, -1.27, 1.32], [-0.09, -0.26, 1.34], [0.74, -2.02, 0.47], [2.18, -1.71, 0.88], [3.21, -2.40, -0.02], [4.17, -1.43, -0.72], [4.74, -2.00, -1.46], [4.89, -1.05, 0.02], [3.52, -0.23, -1.40], [3.22, 0.51, -0.66], [2.31, -0.54, -2.30], [0.94, -0.45, -1.62], [0.96, 0.34, -0.86], [0.41, -1.76, -1.01], [0.75, -2.60, -1.61], [-0.69, -1.76, -1.08], [0.22, -0.15, -2.39], [2.44, -1.52, -2.76], [2.32, 0.19, -3.11], [4.29, 0.24, -2.01], [2.69, -2.99, -0.77], [3.81, -3.10, 0.57], [2.33, -0.63, 0.87], [2.31, -2.04, 1.92], [0.52, -3.07, 0.68], [-1.99, -0.88, 2.85], [-2.84, -1.39, 3.29], [-1.39, -0.43, 3.64], [-2.54, 0.53, 1.84], [-3.40, -0.22, 0.48], [-3.91, -1.51, 0.52], [-4.62, -2.00, -0.56], [-4.84, -1.20, -1.68], [-4.34, 0.08, -1.72], [-3.60, 0.58, -0.65], [-3.01, 1.96, -0.73], [-3.66, 2.98, -0.69], [-1.67, 1.92, -0.89], [-1.20, 1.03, -0.91], [-0.83, 3.10, -0.90], [0.23, 3.00, 0.16], [-0.15, 2.94, 1.50], [0.81, 2.76, 2.49], [2.15, 2.66, 2.15], [2.53, 2.75, 0.82], [1.58, 2.90, -0.17], [1.88, 2.96, -1.20], [3.58, 2.69, 0.56], [2.89, 2.53, 2.92], [0.50, 2.71, 3.52], [-1.19, 3.02, 1.76], [-0.37, 3.22, -1.89], [-1.49, 3.95, -0.72], [-4.50, 0.71, -2.58], [-5.41, -1.59, -2.51], [-5.01, -3.00, -0.52], [-3.76, -2.14, 1.38]],
  "nbo_charge": [-0.625, 0.671, -0.629, 0.406, -0.053, -0.408, -0.412, -0.390, 0.201, 0.200, -0.399, 0.196, -0.397, -0.418, 0.193, -0.414, 0.207, 0.220, 0.209, 0.197, 0.207, 0.208, 0.197, 0.215, 0.197, 0.218, 0.236, -0.623, 0.244, 0.253, 0.254, -0.188, -0.227, -0.188, -0.222, -0.186, -0.079, 0.656, -0.605, -0.612, 0.404, -0.269, 0.046, -0.223, -0.217, -0.219, -0.207, -0.251, 0.214, 0.216, 0.216, 0.215, 0.226, 0.198, 0.247, 0.222, 0.218, 0.219, 0.231]
}



Question: Number 1 is which compound?
Answer: ClH2OP